{"formula": "C14H35N7O7", "method": "wB97M-V/def2-TZVPD", "relative_energy_kcal_mol": 0.00, "total_charge": 0, "largest_force_ev_per_a": 3.892, "energy_ha": -1464.5877, "smiles": "CC(N)=O.CC(N)=O.CC(N)=O.CC(N)=O.CC(N)=O.CC(N)=O.CC(N)=O", "spin_multiplicity": 1, "homo_energy_ev": -9.48, "orbital_gap_ev": 9.9317, "species": ["C", "C", "N", "O", "H", "H", "H", "H", "H", "C", "C", "N", "O", "H", "H", "H", "H", "H", "C", "C", "N", "O", "H", "H", "H", "H", "H", "C", "C", "N", "O", "H", "H", "H", "H", "H", "C", "C", "N", "O", "H", "H", "H", "H", "H", "C", "C", "N", "O", "H", "H", "H", "H", "H", "C", "C", "N", "O", "H", "H", "H", "H", "H"], "positions_angstrom": [[8.043938, 8.100949, 10.478243], [9.034141, 7.061383, 10.902692], [10.202127, 7.077956, 10.249470], [8.777718, 6.258860, 11.853890], [8.338683, 8.255123, 9.430781], [8.178548, 8.985011, 11.107764], [7.046440, 7.655184, 10.473243], [10.495200, 7.756137, 9.529736], [10.891558, 6.431026, 10.606782], [12.208154, 7.956131, 17.764521], [12.883725, 8.184881, 16.385103], [13.168964, 9.549678, 16.110495], [13.171742, 7.289684, 15.611538], [13.034990, 7.819134, 18.455402], [11.672330, 7.027578, 17.538268], [11.541747, 8.802516, 17.961744], [13.759326, 9.975070, 15.398093], [12.812797, 10.239245, 16.766616], [6.368617, 9.972101, 14.213325], [7.666648, 9.141848, 14.389312], [7.808235, 7.937804, 13.844151], [8.681882, 9.646864, 14.971514], [6.162591, 10.472106, 15.143977], [5.560160, 9.285690, 13.960286], [6.614687, 10.639984, 13.391258], [7.337764, 7.749025, 12.958647], [8.773418, 7.533929, 13.906305], [16.134634, 7.744547, 13.911817], [16.207136, 6.269695, 13.749451], [15.529449, 5.564769, 14.693767], [16.975456, 5.727998, 12.983869], [15.173221, 8.100874, 14.250665], [16.374235, 8.224998, 12.968704], [16.824441, 8.080015, 14.675965], [14.657813, 5.886172, 15.080490], [15.720186, 4.586581, 14.701393], [11.617819, 4.502640, 13.962404], [10.502264, 4.651491, 15.068886], [9.299935, 5.076557, 14.562365], [10.731188, 4.497042, 16.245881], [11.523327, 3.541373, 13.471091], [12.592101, 4.571377, 14.405958], [11.508269, 5.288584, 13.211038], [8.503806, 5.076011, 15.187661], [9.215924, 5.120715, 13.560084], [11.140348, 10.738882, 6.841513], [10.898024, 10.125028, 8.264673], [11.330345, 10.733980, 9.385526], [10.396379, 8.993211, 8.263659], [11.142986, 11.845198, 6.804069], [10.374606, 10.324012, 6.169871], [12.099255, 10.460467, 6.438960], [11.669570, 11.688435, 9.284992], [10.939728, 10.400628, 10.309228], [12.616173, 8.942657, 11.893134], [11.366214, 9.168575, 12.593636], [11.209649, 8.718145, 13.837759], [10.491591, 9.820134, 12.049747], [12.456430, 8.528034, 10.893100], [13.148466, 8.189544, 12.475726], [13.233235, 9.814036, 11.798826], [11.861823, 8.073206, 14.282381], [10.435382, 9.037710, 14.400150]], "atomic_forces_ev_per_a": [[0.46, -0.74, -1.12], [-0.41, -1.10, 2.07], [0.64, -0.66, 0.41], [0.76, 1.20, -1.91], [-0.49, 0.83, 0.26], [-0.20, -0.03, -0.27], [0.03, 0.32, 0.35], [-0.72, -0.12, 0.29], [-0.06, 0.00, -0.14], [0.30, -0.13, -2.55], [0.74, 2.43, 0.25], [-0.50, -0.79, 1.05], [-0.06, 0.17, 0.08], [-0.29, 0.01, 0.38], [-0.13, 0.11, 0.84], [0.19, -0.37, 0.39], [-0.32, -1.01, -0.02], [0.15, -0.46, -0.18], [1.34, -1.86, -0.20], [2.68, 2.49, 1.33], [0.40, -1.06, -0.81], [-2.49, -0.73, -0.48], [-0.01, 0.38, 0.11], [-0.14, 0.28, -0.13], [-0.37, 0.30, 0.09], [0.06, -0.34, 0.66], [-1.42, 0.53, -0.23], [-0.37, 0.96, -0.53], [0.53, -0.40, 0.85], [-0.29, 0.00, 0.00], [0.13, -0.02, -0.44], [-0.50, -0.13, 0.03], [0.15, 0.08, -0.04], [0.43, -0.16, 0.07], [0.03, 0.24, 0.17], [-0.13, -0.54, -0.09], [-1.28, 0.27, 0.65], [0.75, 0.64, -1.37], [0.83, -0.50, 0.58], [-0.10, -0.21, 0.30], [-0.08, -0.20, -0.09], [0.34, 0.03, 0.36], [-0.06, -0.06, 0.03], [0.12, 0.05, -0.36], [-0.51, 0.18, -0.14], [-0.59, 0.67, 0.95], [0.36, -0.83, -1.63], [-0.61, 0.33, 0.10], [0.14, 0.70, 0.34], [-0.28, -0.48, 0.18], [0.23, 0.26, 0.38], [0.48, -0.46, 0.12], [-0.26, -0.47, 0.30], [0.57, 0.40, -0.72], [1.46, -2.11, -0.20], [-0.99, 0.66, 0.51], [0.78, -0.95, 0.54], [-1.25, 0.98, -0.85], [-0.10, 0.22, 0.17], [0.55, -0.01, -0.23], [0.14, 0.61, 0.08], [-0.07, 0.40, -0.47], [-0.68, 0.21, -0.07]], "lowdin_charge": [-0.007, -0.552, 0.181, -0.060, 0.074, 0.079, 0.091, 0.062, 0.112, 0.024, -0.525, 0.144, -0.005, 0.088, 0.081, 0.083, 0.103, 0.094, 0.011, -0.528, 0.162, -0.054, 0.074, 0.073, 0.083, 0.086, 0.096, -0.016, -0.608, 0.167, 0.042, 0.036, 0.084, 0.089, 0.054, 0.100, 0.006, -0.563, 0.153, 0.027, 0.074, 0.047, 0.056, 0.112, 0.050, -0.003, -0.525, 0.174, -0.024, 0.074, 0.082, 0.067, 0.112, 0.090, -0.006, -0.613, 0.211, 0.002, 0.079, 0.077, 0.090, 0.066, 0.067]}


{"formula": "C14H35O7PS", "method": "wB97M-V/def2-TZVPD", "total_charge": 0, "largest_force_ev_per_a": 3.659, "energy_ha": -1820.6196, "smiles": "COC(=O)P(O)(O)=S.CCOCC.CCOCC.CCOCC", "spin_multiplicity": 1, "homo_energy_ev": -8.74, "orbital_gap_ev": 9.2917, "species": ["C", "O", "C", "O", "P", "O", "O", "S", "H", "H", "H", "H", "H", "C", "C", "O", "C", "C", "H", "H", "H", "H", "H", "H", "H", "H", "H", "H", "C", "C", "O", "C", "C", "H", "H", "H", "H", "H", "H", "H", "H", "H", "H", "C", "C", "O", "C", "C", "H", "H", "H", "H", "H", "H", "H", "H", "H", "H"], "positions_angstrom": [[5.934938, -3.008970, 1.570768], [5.046170, -4.108945, 1.285774], [4.038822, -3.776343, 0.468287], [4.058346, -3.904506, -0.683265], [2.455219, -3.097737, 1.266954], [1.759223, -1.922900, 0.364347], [1.457572, -4.363404, 1.466431], [2.943718, -2.412178, 3.019762], [6.645452, -2.940743, 0.732963], [6.462840, -3.215768, 2.504767], [5.418110, -2.047576, 1.674582], [2.100524, -1.049336, 0.615467], [0.641523, -4.224430, 0.947403], [-0.991915, 3.266637, -0.104362], [-0.350679, 1.909740, 0.126546], [0.374976, 1.821123, 1.340742], [-0.364669, 2.035861, 2.531888], [-1.507104, 1.055424, 2.721030], [-0.237199, 4.054187, -0.090173], [-1.497580, 3.287022, -1.070743], [-1.729838, 3.505390, 0.663321], [0.365777, 1.716844, -0.673715], [-1.096063, 1.108007, 0.072879], [-0.725572, 3.069063, 2.581743], [0.344001, 1.918623, 3.352837], [-2.253562, 1.141042, 1.929648], [-2.009962, 1.233026, 3.672780], [-1.132052, 0.030138, 2.706857], [-4.066020, -6.462779, 0.834328], [-3.224622, -5.960453, -0.325834], [-1.861803, -5.750517, 0.005206], [-1.142233, -6.886130, 0.458560], [-1.084544, -8.021411, -0.548204], [-4.011418, -5.767919, 1.674237], [-5.108883, -6.561496, 0.529274], [-3.729778, -7.436968, 1.191851], [-3.607951, -4.992737, -0.651820], [-3.305634, -6.631145, -1.188105], [-1.544713, -7.232422, 1.416478], [-0.126993, -6.540062, 0.659385], [-2.075867, -8.415888, -0.776350], [-0.480821, -8.842251, -0.158889], [-0.645402, -7.677127, -1.486365], [0.434368, 8.393742, -0.885070], [0.932142, 7.147981, -1.597288], [-0.105264, 6.289311, -2.039473], [-1.027255, 6.841617, -2.962398], [-0.390727, 7.316957, -4.257135], [-0.185803, 8.121492, -0.029102], [1.277622, 8.988719, -0.530881], [-0.167962, 9.025780, -1.539162], [1.535904, 6.559274, -0.905063], [1.589036, 7.410998, -2.433851], [-1.600927, 7.646833, -2.490086], [-1.740619, 6.047606, -3.188496], [0.325127, 8.122973, -4.088909], [-1.155306, 7.688221, -4.941161], [0.145329, 6.498511, -4.741194]], "atomic_forces_ev_per_a": [[0.67, 0.28, -0.31], [-0.13, 0.33, 0.58], [-1.03, 0.37, 2.18], [0.20, -0.46, -3.62], [0.61, 1.20, 3.11], [0.31, -1.90, -0.24], [-0.12, 1.30, -1.72], [-0.16, 0.05, -0.49], [-0.09, 0.00, 0.33], [-0.22, -0.14, -0.23], [-0.13, -0.38, 0.02], [-0.09, -0.21, 0.26], [0.02, -0.37, 0.16], [0.00, 0.06, 0.14], [-0.19, 0.05, -0.07], [0.31, -0.08, 0.02], [-0.09, 0.00, 0.08], [-0.08, -0.11, -0.14], [-0.02, -0.01, -0.09], [0.05, 0.01, 0.00], [-0.06, -0.05, -0.05], [0.11, -0.03, 0.13], [-0.05, 0.05, 0.00], [-0.05, -0.01, -0.07], [0.11, -0.02, -0.13], [-0.04, 0.06, 0.06], [0.05, 0.00, 0.00], [0.01, 0.02, 0.06], [0.08, -0.06, 0.10], [-0.12, -0.06, -0.01], [0.19, 0.26, 0.00], [0.00, -0.16, 0.04], [-0.12, 0.02, -0.12], [-0.02, 0.01, -0.04], [0.02, 0.03, -0.01], [-0.05, -0.03, -0.06], [0.16, 0.04, 0.01], [-0.01, -0.06, 0.05], [-0.03, -0.05, -0.03], [-0.05, 0.10, -0.01], [0.02, -0.05, 0.07], [0.01, 0.04, 0.01], [0.03, -0.01, 0.04], [-0.12, 0.03, -0.03], [0.04, 0.11, -0.01], [-0.01, -0.24, 0.08], [-0.04, 0.10, -0.07], [0.15, 0.03, 0.02], [0.04, -0.01, 0.00], [0.00, -0.03, 0.00], [0.07, 0.04, -0.02], [-0.09, -0.12, -0.05], [-0.02, 0.07, 0.00], [0.03, 0.06, -0.04], [0.08, -0.08, 0.12], [-0.07, 0.05, -0.01], [-0.01, -0.03, 0.02], [-0.05, 0.00, 0.00]], "lowdin_charge": [-0.079, -0.100, -0.609, 0.155, 0.312, -0.206, -0.195, 0.304, 0.098, 0.097, 0.058, 0.071, 0.081, -0.075, -0.284, -0.168, -0.280, -0.079, 0.075, 0.079, 0.067, 0.117, 0.106, 0.106, 0.118, 0.065, 0.077, 0.081, -0.079, -0.280, -0.169, -0.280, -0.076, 0.082, 0.078, 0.066, 0.118, 0.107, 0.110, 0.103, 0.066, 0.079, 0.083, -0.080, -0.280, -0.172, -0.282, -0.080, 0.081, 0.077, 0.065, 0.117, 0.106, 0.107, 0.117, 0.065, 0.077, 0.082]}


{"formula": "C14H36F6N3O9S2", "method": "wB97M-V/def2-TZVPD", "relative_energy_kcal_mol": 43.99, "total_charge": 1, "largest_force_ev_per_a": 3.794, "energy_ha": -2791.6287, "spin_multiplicity": 1, "homo_energy_ev": -8.39, "orbital_gap_ev": 4.6196, "species": ["C", "C", "C", "O", "C", "N", "H", "H", "H", "H", "H", "H", "H", "H", "H", "H", "H", "H", "C", "C", "C", "O", "C", "N", "H", "H", "H", "H", "H", "H", "H", "H", "H", "H", "H", "H", "C", "C", "C", "O", "C", "N", "H", "H", "H", "H", "H", "H", "H", "H", "H", "H", "H", "H", "C", "F", "F", "F", "S", "O", "O", "O", "C", "F", "F", "F", "S", "O", "O", "O"], "positions_angstrom": [[-5.025827, -2.014138, 0.140812], [-4.462887, -0.899498, -0.769998], [-3.912727, 0.468712, -0.238318], [-3.655827, 1.326122, -1.313338], [-3.054937, 2.527432, -1.003978], [-3.520227, -1.607258, -1.792858], [-2.772177, -2.212438, -1.485808], [-4.126377, -2.058708, -2.462838], [-3.124917, -0.875258, -2.365578], [-5.672817, -1.568528, 0.896422], [-4.220137, -2.538718, 0.654412], [-5.680317, -2.775518, -0.283498], [-5.264927, -0.818198, -1.503638], [-3.078237, 0.137092, 0.379552], [-4.695247, 0.935522, 0.359882], [-3.659257, 3.336492, -0.593708], [-2.567097, 2.907032, -1.901768], [-2.295267, 2.317372, -0.251078], [-1.344317, 2.261212, 2.393322], [-0.040517, 2.362552, 3.280892], [-0.052957, 3.346492, 4.453082], [1.093463, 3.108672, 5.177852], [1.196783, 3.724752, 6.463952], [0.085683, 0.898052, 3.864512], [-0.789787, 0.598982, 4.269742], [0.327553, 0.339002, 3.058862], [0.823633, 0.853132, 4.552622], [-1.507877, 3.117112, 1.738492], [-2.203207, 2.074982, 3.038082], [-1.373037, 1.482822, 1.630832], [0.856733, 2.449052, 2.668062], [-1.026937, 3.329742, 4.942132], [0.049583, 4.375512, 4.108552], [1.292073, 4.810242, 6.490852], [2.128463, 3.472372, 6.970292], [0.295453, 3.531992, 7.045812], [2.610853, -1.580688, -3.900818], [1.417913, -2.537998, -3.840468], [1.342513, -3.586978, -5.056528], [0.135363, -4.328608, -5.063718], [-0.030027, -5.410628, -5.930198], [1.428243, -3.366108, -2.617448], [1.474443, -2.660968, -1.895828], [0.513633, -3.794558, -2.621928], [2.085473, -4.112278, -2.440318], [2.601333, -0.828138, -3.112358], [2.631703, -1.183568, -4.915698], [3.566583, -2.074138, -4.077438], [0.416313, -2.108098, -3.832358], [2.124933, -4.336388, -4.936928], [1.563613, -3.129498, -6.020858], [-0.059917, -4.911228, -6.898608], [-1.015237, -5.852628, -5.781558], [0.725093, -6.148568, -5.659388], [4.581863, 1.745392, 1.736612], [3.883003, 0.809662, 2.388242], [5.439033, 1.244872, 0.829392], [3.699423, 2.555802, 1.169562], [5.543343, 2.633772, 3.186122], [6.441363, 3.666442, 2.640462], [4.506993, 3.277012, 4.005082], [6.309473, 1.614832, 3.871822], [1.142803, 0.982062, -0.888498], [2.494453, 0.995932, -0.879798], [0.730243, 2.078302, -0.197358], [0.695943, 1.132342, -2.117148], [0.559203, -0.661478, -0.058628], [1.549563, -1.659768, -0.555038], [0.691813, -0.323928, 1.359542], [-0.822937, -0.864368, -0.500538]], "atomic_forces_ev_per_a": [[0.65, 0.72, 1.22], [-1.38, -1.30, -1.49], [-1.04, -1.54, -0.25], [-0.75, -1.94, -0.84], [1.72, 0.98, 0.64], [-0.21, 1.26, -0.19], [0.31, -0.11, 0.59], [-0.13, -0.84, 0.08], [0.77, 0.70, -0.01], [0.22, 0.20, 0.16], [0.02, 0.04, 0.21], [0.28, 0.25, -0.85], [-0.36, 1.38, 0.34], [0.63, 0.83, 0.05], [-0.11, -0.36, 0.46], [-0.75, -0.29, -0.06], [-0.05, -0.08, 0.05], [0.40, 0.28, -0.07], [0.62, 0.42, 0.31], [-1.07, -1.45, -0.63], [0.14, 0.90, -1.21], [0.67, -0.89, 1.34], [-0.15, 0.70, 0.27], [0.03, 1.88, -0.40], [-0.20, -0.13, 0.14], [0.16, -0.79, -0.57], [0.49, 0.18, 0.40], [0.05, 0.55, 0.69], [-0.18, 0.36, 0.04], [0.79, -0.58, 0.41], [0.01, 0.21, 0.12], [-0.06, -0.47, 0.78], [-0.42, 0.17, -0.75], [-0.26, 0.37, -1.00], [-0.24, -0.93, -0.29], [0.11, -0.47, 0.27], [-0.43, -0.58, -1.44], [0.52, -2.07, -2.77], [0.60, -0.46, 0.18], [-0.90, 2.20, 2.68], [0.06, 0.58, -0.24], [-1.14, -0.11, -0.22], [0.02, 0.44, 1.94], [-0.34, -0.40, 0.43], [0.82, 0.06, -0.50], [0.24, -0.10, -0.24], [-0.83, 1.02, 0.13], [0.15, -0.60, 1.28], [0.28, 0.70, 0.13], [0.64, 0.08, 0.25], [-0.33, 0.45, -0.07], [0.60, -1.12, -0.71], [0.05, 0.16, 0.30], [0.20, -0.24, -0.96], [2.00, 1.53, 2.66], [-0.30, -1.10, -0.77], [-1.10, -0.18, 0.20], [-0.20, 0.12, -0.79], [1.93, 3.06, 1.13], [-1.21, -1.24, -0.93], [-0.58, -1.25, -0.90], [-0.91, -1.01, -0.57], [1.00, 0.34, 1.45], [-1.24, -0.22, -0.25], [-0.01, -1.04, -0.13], [-0.14, -0.41, -0.69], [1.25, 0.73, 0.43], [-1.61, 1.23, 0.43], [-0.20, -0.57, -1.16], [0.41, -0.19, -0.24]], "lowdin_charge": [-0.031, -0.235, -0.165, -0.166, -0.090, 0.221, 0.141, 0.161, 0.148, 0.094, 0.087, 0.091, 0.142, 0.114, 0.146, 0.102, 0.108, 0.060, -0.035, -0.198, -0.220, -0.173, -0.059, 0.239, 0.156, 0.082, 0.159, 0.085, 0.084, 0.039, 0.152, 0.130, 0.147, 0.091, 0.103, 0.087, -0.006, -0.277, -0.158, -0.229, -0.081, 0.210, 0.057, 0.154, 0.182, 0.081, 0.094, 0.101, 0.152, 0.126, 0.133, 0.102, 0.094, 0.099, -0.655, 0.084, 0.118, 0.110, 0.464, -0.368, -0.383, -0.347, -0.612, 0.126, 0.110, 0.143, 0.583, -0.332, -0.318, -0.355]}